ORCA calculation (ωB97M-V with the def2-TZVPD basis set) on a cluster of 2 separate species, C6H9NO in total.

Geometry (Å):
C: -2.253 1.091 0.202
C: -0.997 1.344 -0.371
C: -0.165 0.166 -0.549
N: -0.547 -1.090 -0.470
C: -1.845 -1.268 -0.079
C: -2.707 -0.162 0.246
H: -2.837 1.952 0.688
H: -0.558 2.318 -0.620
H: 0.818 0.323 -0.885
H: -2.393 -2.264 -0.097
H: -3.616 -0.423 0.501
C: 2.681 -0.640 0.235
O: 2.870 0.719 -0.070
H: 1.778 -0.968 -0.251
H: 3.468 -1.232 -0.239
H: 2.652 -0.843 1.324
H: 3.651 0.977 0.435

Summary:
Gap between HOMO and LUMO: 0.37583 Eh
Calculated total energy: -363.9542 Ha
HOMO level: -9.286 eV
Molecular weight: 111.14 g mol⁻¹
Charge: 0
Max |F|: 5.85 eV/Å

***

ORCA calculation (ωB97M-V with the def2-TZVPD basis set) on a structure of composition C6H9NO2.

Geometry (Å):
C: 0.976 0.487 -0.233
C: 1.723 -0.284 -1.345
C: 1.370 -0.012 1.160
C: -0.485 0.329 -0.494
C: -2.252 -0.086 0.428
C: -1.313 -0.853 -0.163
O: -1.151 1.284 -1.103
O: -3.335 -0.396 1.138
N: -1.883 1.278 0.342
H: -3.812 0.427 1.330
H: 1.200 1.551 -0.329
H: -1.211 -1.894 -0.407
H: 2.798 -0.163 -1.202
H: 1.494 -1.351 -1.303
H: 1.466 0.088 -2.339
H: 2.438 0.149 1.319
H: 1.160 -1.077 1.268
H: 0.819 0.525 1.933

Summary:
Gap between HOMO and LUMO: 0.31543 Eh
Calculated total energy: -439.0843 Ha
HOMO level: -8.084 eV
Molecular weight: 127.14 g mol⁻¹
Charge: 0
Max |F|: 0.61 eV/Å